Formula: C3H8O
Source: the OMol25 dataset
Level of theory: the ωB97M-V functional and the def2-TZVPD basis

Each line ends with the Mulliken charge.
Atoms and positions in Å:
C: -1.49 -0.07 0.02  -1.170
C: -0.09 -0.35 -0.51  -0.176
C: 0.98 0.53 0.15  -0.476
O: 2.24 -0.10 0.22  -0.515
H: -1.52 -0.16 1.11  0.332
H: -2.23 -0.77 -0.39  0.334
H: -1.83 0.95 -0.22  0.299
H: 0.17 -1.40 -0.32  0.293
H: -0.05 -0.23 -1.60  0.218
H: 0.64 0.84 1.15  0.277
H: 1.15 1.45 -0.43  0.282
H: 2.15 -0.85 0.83  0.301

energy above the lowest of the compared OMol25 structures with the same formula, charge and spin	5.8	kcal/mol
highest occupied orbital energy	-0.377	hartree
spin multiplicity	1
net charge	0
HOMO-LUMO gap	11.34	eV
structure (SMILES)	CCCO